# 1
Computed, not measured: a structure of composition C19H42NOOsP3S in a non-equilibrium geometry, with the ωB97M-V functional and the def2-TZVPD basis.

As for the frontier orbital gap (alpha / beta): 5.83 / 5.67 eV. The LUMO energy (alpha / beta) comes out at -0.495 / -0.564 Ha.

ORCA input file:
```
! wB97M-V def2-TZVPD RIJCOSX def2/J DEFGRID3
* xyz 4 5
Os -0.00916 0.62216 -0.62193
P -2.08530 -0.22484 -0.77626
P 0.86768 -1.30370 0.28218
P 0.89771 0.11030 -2.55635
H 0.20580 5.05042 -1.92450
C 0.08692 3.96515 -2.02897
C -1.12058 3.51345 -2.39882
H -1.96742 4.17601 -2.12645
C -3.13155 -0.02882 0.71140
C -2.37557 -2.00283 -1.20785
C -2.99726 0.64819 -2.08889
C 2.41575 -0.87098 1.14982
C -0.03172 -2.28288 1.56519
C 1.39329 -2.75400 -0.74365
C 0.61666 1.30687 -3.89618
C 0.48086 -1.38363 -3.55447
C 2.73273 0.07838 -2.36581
H 1.01897 3.37452 -1.96023
H -1.29178 2.74009 -3.13561
H -3.28168 1.03731 0.92155
H -2.67668 -0.51544 1.58607
H -4.11250 -0.48752 0.55024
H -2.06313 -2.65481 -0.37937
H -1.83633 -2.26424 -2.12888
H -3.45848 -2.13310 -1.36634
H -2.87891 1.73321 -1.98842
H -4.06314 0.39874 -2.03918
H -2.62375 0.34660 -3.07467
H 2.84181 -1.79498 1.56344
H 2.22398 -0.14710 1.94845
H 3.12077 -0.41040 0.45349
H 0.27058 -3.33434 1.47278
H -1.12421 -2.21775 1.47580
H 0.27482 -1.92810 2.56007
H 1.76787 -3.50516 -0.02668
H 2.17948 -2.46783 -1.45086
H 0.52691 -3.14992 -1.29314
H 1.03159 0.95912 -4.84977
H 1.02961 2.27484 -3.63822
H -0.46685 1.41041 -4.04775
H 0.93606 -1.25491 -4.54820
H -0.60755 -1.44750 -3.68658
H 0.87220 -2.30037 -3.12051
H 3.18128 0.34541 -3.33254
H 3.11766 -0.91264 -2.08393
H 3.05898 0.83255 -1.63244
C 0.51848 4.94744 1.29988
C 1.31781 3.91845 0.74874
C 2.67454 3.87706 1.04948
C 3.18426 4.73923 2.02245
C 2.33694 5.61534 2.71927
C 0.99987 5.70200 2.37871
S -1.08977 5.30842 0.75251
H -0.83238 5.71171 -0.48198
H 0.82779 3.11333 0.18065
H 3.36682 3.20530 0.53610
H 4.25295 4.73895 2.23469
H 2.71276 6.24212 3.54988
H 0.23009 6.33089 2.87962
C -0.67339 0.19264 3.65990
C -0.68235 1.25386 2.59092
N -1.07166 2.46218 2.98472
O -0.37582 1.07324 1.36085
H 0.15122 0.36291 4.38128
H -0.59396 -0.81381 3.23318
H -1.60986 0.25298 4.25010
H -1.19029 3.23318 2.34157
H -1.19053 2.63789 3.97004
*
```

***

# 2
Computed, not measured: a cluster of 2 separate species, C3H9N3 in total in a non-equilibrium geometry, with the ωB97M-V functional and the def2-TZVPD basis.

As for the frontier orbital gap: 9.37 eV. The LUMO energy comes out at 0.035 Ha.

ORCA input file:
```
! wB97M-V def2-TZVPD RIJCOSX def2/J DEFGRID3
* xyz 0 1
C -1.65696 -0.43697 2.13160
C 1.82685 -1.30335 0.61756
C 1.92188 0.58319 -1.76791
N 0.65718 0.92008 0.41127
N 1.92461 0.15410 0.67117
N 1.47277 0.68573 -0.54118
H -1.76922 -1.38730 2.62658
H -1.60911 0.18139 2.95636
H -2.51701 -0.06838 1.61575
H 2.87550 -1.56577 0.36517
H 1.53552 -1.62705 1.60268
H 1.10742 -1.54345 -0.11318
H 1.26637 1.11589 -2.53793
H 2.93812 0.12450 -1.84729
H -0.68740 -0.46995 1.51906
*
```

***

# 3
Computed, not measured: a structure of composition C20H19FN2O2S in a non-equilibrium geometry, with the ωB97M-V functional and the def2-TZVPD basis.

As for the frontier orbital gap: 7.40 eV. The LUMO energy comes out at -0.018 Ha.

ORCA input file:
```
! wB97M-V def2-TZVPD RIJCOSX def2/J DEFGRID3
* xyz 0 1
C -0.55035 -0.62350 -1.06797
C -0.73542 0.75860 -0.69615
C -1.97270 1.41515 -0.82020
C -2.29735 2.64995 -0.36926
O -3.36854 3.12617 -0.52000
N -1.24977 3.20238 0.21518
C -0.09667 2.52476 0.40251
N 0.15780 1.46171 -0.28990
S 1.24672 3.62216 0.83067
C 2.68162 2.33550 0.99548
C 3.17707 2.30415 -0.35746
H 3.47724 3.13950 -0.92137
O 4.40824 1.11737 -0.40904
C 4.27405 0.04920 -0.04611
C 5.42872 -0.79721 -0.16383
C 5.37191 -2.17706 0.28606
C 4.27341 -2.97408 0.36859
C 3.01774 -2.15273 0.35597
C 3.16097 -0.61934 0.01637
H 2.08814 -0.14988 0.17679
H 2.06504 -2.61372 0.30841
H 4.11098 -3.78378 0.62593
H 6.37959 -2.55309 0.24420
F 6.55156 -0.08705 -0.01372
H 2.47484 1.82981 -1.27121
H 2.32280 1.50425 1.45496
H 3.40771 2.63688 1.65487
H -1.24748 4.40549 0.46309
C -3.40753 0.55147 -1.21608
C -3.70268 -0.56757 -0.33066
C -3.80912 -1.73092 -0.89331
C -4.22228 -2.87964 -0.10094
C -4.44694 -2.52477 1.36811
C -4.42234 -1.38387 1.77361
C -4.06618 -0.31207 0.93032
H -3.94133 0.97894 1.31045
H -4.60250 -1.01664 2.65331
H -4.76640 -3.33456 2.29231
H -4.27191 -3.82777 -0.31579
H -3.71489 -1.94823 -1.77994
H -3.03722 0.11219 -2.16253
H -4.28326 1.38327 -1.16813
H -1.14887 -0.84327 -2.09705
H -1.07885 -1.48173 -0.42647
H 0.36446 -0.72639 -1.29008
*
```

***

# 4
Computed, not measured: a cluster of 6 separate species, C41H82N2O7S2 in total in a non-equilibrium geometry, with the ωB97M-V functional and the def2-TZVPD basis.

Its structure (SMILES) is CCCCCCCCN(CCCCCCCC)C(=S)SCCCOC(N)=O.C1CCOC1.C1CCOC1.C1CCOC1.C1CCOC1.C1CCOC1. As for the frontier orbital gap: 8.12 eV. The LUMO energy comes out at 0.003 Ha.

ORCA input file:
```
! wB97M-V def2-TZVPD RIJCOSX def2/J DEFGRID3
* xyz 0 1
C 0.33200 -0.48030 6.47334
C 1.83964 0.00454 6.15523
C 2.20591 -0.58848 4.68763
C 3.48111 0.21301 4.07334
C 4.34878 -0.66942 3.06376
C 3.85473 -0.64971 1.54050
C 3.35599 0.77362 1.00450
C 1.80842 1.07884 1.32003
N 0.95000 1.20457 0.11076
C 0.94676 -0.00616 -0.75737
C 0.51558 -1.37640 -0.04534
C 0.98073 -2.58807 -0.99029
C 2.33594 -3.30850 -0.55932
C 2.30079 -4.08472 0.84158
C 0.85892 -4.59779 1.32109
C 0.38716 -3.73554 2.60297
C -1.12449 -3.18834 2.52156
C -0.39243 1.71311 0.40402
S -0.73673 3.30027 -0.07395
S -1.72659 0.80357 1.28110
C -3.36360 1.63362 1.03683
C -4.47146 0.97941 2.03218
C -5.16342 -0.35879 1.41058
O -4.58572 -1.48289 2.12505
C -5.40717 -2.62653 2.07790
N -6.87588 -2.61963 2.18786
O -4.83014 -3.74237 1.97936
H -0.04988 0.02672 7.43452
H -0.37301 -0.20019 5.61792
H 0.32659 -1.62303 6.55777
H 2.55322 -0.45723 6.91905
H 1.85647 1.14665 6.17131
H 1.26878 -0.43942 4.05385
H 2.45601 -1.69830 4.72383
H 3.17916 1.24027 3.67591
H 4.15362 0.42545 4.98792
H 5.47325 -0.40880 3.06289
H 4.28228 -1.77004 3.40681
H 2.95501 -1.36448 1.47982
H 4.63545 -1.06437 0.81400
H 3.98866 1.61065 1.48321
H 3.54629 0.85254 -0.12281
H 1.78884 2.10624 1.84653
H 1.40254 0.33439 2.08178
H 0.17329 0.19510 -1.58869
H 1.94657 -0.16258 -1.29123
H -0.63692 -1.41415 -0.03199
H 0.84317 -1.48497 1.03717
H 1.17413 -2.12335 -2.02987
H 0.12024 -3.33227 -1.16634
H 3.21891 -2.56807 -0.51165
H 2.61445 -4.05897 -1.38123
H 2.80708 -3.51589 1.70725
H 2.95192 -5.02878 0.70269
H 1.01630 -5.67100 1.71682
H 0.07549 -4.68293 0.50310
H 0.50427 -4.39315 3.54355
H 1.07906 -2.83365 2.79371
H -1.46934 -3.28658 1.43132
H -1.77785 -3.81670 3.21855
H -1.09843 -2.08922 2.85747
H -3.25212 2.73148 1.32725
H -3.78445 1.56642 -0.01902
H -5.26120 1.75596 2.33438
H -3.94183 0.67454 2.99280
H -4.95837 -0.40487 0.28471
H -6.29101 -0.22177 1.59778
H -7.22179 -3.27199 1.46023
H -7.12394 -3.03976 3.09642
C -1.93023 -5.25282 -4.61727
C -0.88199 -5.15556 -5.70315
C -0.38220 -3.73466 -5.53234
O -0.51772 -3.41014 -4.14184
C -1.31300 -4.42293 -3.50894
H -2.15113 -6.27639 -4.31024
H -2.86182 -4.78860 -4.95740
H -0.07165 -5.86348 -5.50078
H -1.26646 -5.35457 -6.70487
H -0.99343 -3.02704 -6.10278
H 0.66060 -3.61772 -5.83610
H -0.64784 -5.02882 -2.88356
H -2.06315 -3.95467 -2.86762
C 8.84546 0.40415 0.59289
C 8.49597 1.85319 0.85005
C 7.58903 1.74809 2.05942
O 8.01997 0.59946 2.80584
C 8.93726 -0.15297 1.99996
H 9.76471 0.26854 0.02036
H 8.02877 -0.08389 0.05054
H 9.40074 2.41321 1.10928
H 8.02000 2.34796 0.00160
H 6.54723 1.58165 1.76184
H 7.63268 2.63579 2.69298
H 9.94094 -0.01414 2.41682
H 8.68364 -1.21447 2.04846
C -7.68801 0.81179 -2.62736
C -6.72455 -0.32322 -2.89522
C -5.43543 0.41977 -3.18769
O -5.47857 1.63539 -2.42774
C -6.80251 1.81522 -1.91512
H -8.55884 0.51873 -2.03873
H -8.04073 1.23167 -3.57473
H -6.60823 -0.93117 -1.99145
H -7.03290 -0.97988 -3.71055
H -5.36093 0.68906 -4.24674
H -4.54854 -0.15581 -2.91193
H -6.76909 1.62515 -0.83597
H -7.12516 2.84605 -2.07587
C -8.98845 1.95527 -7.78323
C -9.34015 3.40085 -7.51263
C -10.24291 3.28393 -6.30104
O -9.80677 2.13166 -5.56581
C -8.88960 1.38692 -6.38122
H -8.07112 1.82698 -8.36010
H -9.80564 1.46969 -8.32661
H -8.43569 3.96012 -7.25217
H -9.82017 3.90181 -8.35482
H -11.28452 3.11846 -6.59618
H -10.19894 4.16647 -5.65888
H -7.88446 1.52563 -5.96708
H -9.13977 0.32438 -6.34013
C 8.48176 7.05033 3.17349
C 8.21526 6.98802 1.68581
C 8.16989 5.49325 1.43613
O 7.67905 4.88581 2.63947
C 7.68467 5.86698 3.68608
H 8.18590 7.99433 3.63393
H 9.54828 6.89452 3.36638
H 7.23993 7.43356 1.46480
H 8.96783 7.49809 1.08231
H 9.17041 5.09195 1.24183
H 7.51962 5.22748 0.59943
H 6.64520 6.14667 3.88858
H 8.11185 5.43412 4.59321
*
```

***

# 5
Computed, not measured: a cluster of 2 separate species, C7H7N3OS in total in a non-equilibrium geometry, with the ωB97M-V functional and the def2-TZVPD basis.

As for the frontier orbital gap: 8.41 eV. The LUMO energy comes out at -0.014 Ha.

ORCA input file:
```
! wB97M-V def2-TZVPD RIJCOSX def2/J DEFGRID3
* xyz 0 1
C 0.59432 1.45261 1.68274
C -0.83043 1.20704 1.89187
C 1.28956 1.19933 0.59001
C -1.48447 0.44465 0.97994
C 0.49332 0.39245 -0.52995
C -0.92782 0.20885 -0.29968
C 1.41487 -0.87181 -0.45193
N -0.36250 -1.48368 -3.42062
N -0.86858 -1.84251 -2.51555
N -1.69643 -0.06282 -1.31088
O 1.59639 -3.28474 -0.19108
S 0.76975 -2.17219 0.08693
H 1.00498 1.87716 2.63802
H -1.22774 1.58413 2.79416
H 2.35809 1.40110 0.29521
H -2.52241 0.20224 1.18652
H 0.79632 0.76574 -1.47508
H 2.25539 -0.87925 -0.97410
H -2.65260 -0.13831 -0.97653
*
```

***

# 6
Computed, not measured: a structure of composition C29H25BaCl4N5OS2, with the ωB97M-V functional and the def2-TZVPD basis.

As for the frontier orbital gap: 5.99 eV. The LUMO energy comes out at -0.005 Ha.

ORCA input file:
```
! wB97M-V def2-TZVPD RIJCOSX def2/J DEFGRID3
* xyz 0 1
Ba -2.76716 -1.47890 1.75597
Cl 5.38941 7.41346 -3.44957
C 4.34815 6.12287 -2.93118
C 4.53874 5.54533 -1.68720
C 3.70856 4.50871 -1.29518
C 2.69487 4.03428 -2.11968
C 1.79637 2.90821 -1.66164
C 0.53758 3.47577 -1.01064
N -0.41769 2.42219 -0.72697
C -1.14450 1.72112 -1.66102
C -1.80957 0.75765 -0.96986
N -1.49852 0.84876 0.37485
C -0.66633 1.86135 0.47176
O 2.40708 2.08455 -0.69575
C 3.07155 0.94669 -1.24122
C 4.20440 1.32290 -2.14336
C 4.15773 1.34150 -3.50507
Cl 2.84584 0.85701 -4.50573
S 5.60481 1.90319 -4.22003
C 6.32548 2.11632 -2.68164
C 5.48028 1.76963 -1.67818
C 2.52163 4.65751 -3.34921
Cl 1.22358 4.16646 -4.40766
C 3.33870 5.69264 -3.77221
H 5.33310 5.89675 -1.04405
H 3.85744 4.02955 -0.33631
H 1.48954 2.31262 -2.52712
H 0.07500 4.21875 -1.66041
H 0.81482 3.95674 -0.07229
H -1.12232 1.97390 -2.70725
H -2.49310 0.01538 -1.34777
H -0.19636 2.21603 1.37494
H 2.35030 0.31002 -1.76137
H 3.44712 0.39980 -0.37745
H 7.33799 2.47807 -2.60714
H 5.73798 1.82979 -0.62960
H 3.18683 6.15243 -4.73790
C -6.80181 -1.78394 3.50492
C -6.81818 -2.06705 2.03058
C -7.96510 -2.45251 1.36636
C -7.84304 -2.65660 -0.00020
N -6.71008 -2.51809 -0.66602
C -5.62611 -2.15957 0.04350
S -4.09265 -2.01151 -0.77507
N -5.66222 -1.91810 1.38030
H -7.77067 -1.97659 3.96132
H -6.53858 -0.73949 3.68089
H -6.05433 -2.40353 4.00309
H -8.90433 -2.58510 1.88303
H -8.70746 -2.94801 -0.58928
N -1.10843 -3.69226 4.64673
C -1.85774 -2.81922 4.56102
H -0.36224 -4.38750 4.57693
Cl 1.89828 -6.92724 4.60685
C 1.19772 -5.75922 3.50593
C 0.08234 -6.09428 2.74329
C -0.45833 -5.17488 1.86560
C 0.08015 -3.87254 1.69017
C -0.51334 -2.90258 0.82312
C 1.23614 -3.59336 2.46641
C 1.78625 -4.50724 3.34300
H -0.35804 -7.07809 2.84669
H -1.32748 -5.45956 1.28241
H -1.05651 -3.31971 -0.02765
H 0.16333 -2.10042 0.52037
H 1.70782 -2.62243 2.36157
H 2.67534 -4.25842 3.90828
*
```